C23H29N3O3 | wB97M-V/def2-TZVPD

XYZ file:
```
58
Properties=species:S:1:pos:R:3
O -1.00 3.03 1.57
O 2.54 3.97 -0.88
O -1.17 2.46 -0.62
N -2.38 1.40 1.02
N 1.73 2.38 0.47
N 2.89 -0.38 -0.63
C -2.98 0.22 -1.03
C -3.60 -0.98 -3.14
C -3.71 -0.78 -1.66
C 1.62 -2.94 -0.43
C 3.72 -1.58 -0.62
C 3.56 -3.68 0.76
C -5.61 -2.27 1.27
C 3.46 0.68 -1.44
C -3.94 -0.40 1.08
C -3.10 0.41 0.34
C 1.42 3.38 1.47
C -4.68 -1.40 0.47
C -1.49 2.30 0.53
C 0.90 -4.02 0.05
C 2.24 2.81 -0.71
C -4.55 -1.58 -0.90
C 2.95 -2.76 -0.08
C 2.58 0.06 0.71
C 0.02 3.97 1.27
C 1.52 -4.94 0.89
C 2.42 1.76 -1.78
C 2.84 -4.77 1.24
C 1.37 1.00 0.72
H 1.51 2.94 2.47
H 4.00 -1.80 -1.66
H 3.43 0.56 1.19
H 0.89 0.95 1.70
H -6.62 -1.87 1.21
H 3.79 0.23 -2.38
H 1.46 1.29 -2.00
H 0.65 0.64 -0.03
H -4.03 -0.25 2.15
H 3.33 -5.48 1.89
H -0.13 -4.14 -0.22
H -4.56 -0.76 -3.62
H 4.59 -3.55 1.04
H -2.33 0.86 -1.60
H -5.12 -2.36 -1.39
H -5.62 -3.28 0.88
H 2.32 -0.83 1.30
H 1.15 -2.21 -1.08
H -5.31 -2.30 2.31
H -0.13 4.81 1.95
H -0.08 4.30 0.23
H -2.84 -0.34 -3.57
H 2.15 4.19 1.36
H 0.96 -5.78 1.27
H 4.33 1.15 -0.96
H -3.35 -2.02 -3.36
H 4.65 -1.44 -0.05
H -2.53 1.45 2.02
H 2.75 2.30 -2.67
```

Frontier orbital gap = 9.0 eV
Highest occupied orbital energy = -8.47 eV
Energy above the lowest of the compared OMol25 structures with the same formula, charge and spin = 151.0 kJ/mol
Total charge = 0
2S+1 = 1

=====

C23H29N3O3 | wB97M-V/def2-TZVPD

XYZ file:
```
58
Properties=species:S:1:pos:R:3
O -4.34 0.83 -1.25
O -3.17 -2.27 0.32
O -0.31 -1.31 1.46
N 0.95 1.40 -0.35
N -1.17 0.76 1.47
N 3.12 0.94 -1.15
C -3.57 0.80 1.00
C 1.92 2.85 -2.00
C -2.24 -1.80 -0.55
C -0.30 -1.98 -1.97
C -3.54 2.34 1.04
C -2.40 -0.47 -0.96
C 2.00 1.66 -1.12
C -3.51 0.39 -0.48
C 5.76 0.82 0.98
C 4.49 -0.89 -0.37
C 6.54 -1.56 0.92
C -2.46 0.27 1.91
C 1.02 0.33 0.44
C 5.32 -0.64 0.90
C -1.54 0.06 -1.92
C -0.20 -0.12 1.18
C -2.16 2.83 0.61
C 2.15 -0.47 0.48
C -2.94 -3.53 0.92
C -0.48 -0.68 -2.41
C 3.21 -0.11 -0.35
C -1.18 -2.54 -1.06
C -1.07 2.20 1.49
H -0.09 2.51 1.13
H 0.52 -2.57 -2.34
H 5.07 -0.59 -1.25
H 6.39 1.07 0.12
H -4.53 0.45 1.38
H 2.52 2.69 -2.90
H 0.20 -0.25 -3.12
H -1.97 2.57 -0.43
H 7.17 -1.37 0.05
H -2.10 3.92 0.70
H 4.26 -1.95 -0.44
H -4.30 2.74 0.36
H -2.65 0.62 2.93
H -3.00 -4.34 0.19
H 4.89 1.48 0.97
H -1.69 1.07 -2.26
H -2.43 -0.81 1.92
H 2.32 3.72 -1.48
H -3.76 2.68 2.05
H 4.69 -0.87 1.77
H 6.23 -2.61 0.90
H 0.89 3.05 -2.27
H -3.73 -3.65 1.66
H 6.32 1.00 1.89
H 7.13 -1.40 1.81
H -1.20 2.54 2.53
H -1.03 -3.56 -0.74
H 2.18 -1.35 1.11
H -1.96 -3.54 1.42
```

Frontier orbital gap = 8.8 eV
Highest occupied orbital energy = -8.49 eV
Energy above the lowest of the compared OMol25 structures with the same formula, charge and spin = 212.8 kJ/mol
Total charge = 0
2S+1 = 1

=====

C23H29N3O4 | wB97M-V/def2-TZVPD

XYZ file:
```
59
Properties=species:S:1:pos:R:3
O 0.81 3.44 0.42
O 0.81 -0.27 3.31
O 3.10 -0.56 0.96
O 3.04 3.54 0.68
N 1.04 0.62 -1.21
N -2.90 -1.96 1.02
N -1.42 0.29 1.06
C -1.20 -2.94 -1.92
C -2.65 -1.41 2.35
C -2.58 -4.15 -3.47
C -2.13 0.05 2.30
C 1.01 2.82 -2.32
C 2.34 0.52 -1.84
C -3.45 -4.47 -2.44
C 1.93 3.33 -0.02
C 2.91 3.90 2.06
C 0.87 -0.17 2.10
C 1.94 -0.21 1.04
C -3.34 -0.91 0.13
C -1.45 -3.39 -3.20
C 2.68 2.69 2.95
C -3.19 -4.03 -1.15
C -1.80 -2.78 0.52
C -0.09 0.18 1.04
C -2.06 -3.26 -0.88
C 0.18 1.64 -1.80
C 2.28 3.01 -1.47
C 3.18 1.77 -1.58
C -2.24 0.15 -0.13
C 0.93 0.27 0.08
H -1.93 -2.05 2.86
H 3.75 1.65 -0.66
H -1.61 -0.17 -0.96
H 3.42 1.92 2.75
H 2.83 3.89 -1.83
H 2.17 0.38 -2.91
H -0.83 -2.26 0.55
H -4.22 -0.45 0.59
H -0.77 -3.14 -4.00
H 1.69 2.28 2.78
H -2.70 1.11 -0.38
H -0.40 1.21 -2.62
H 3.85 4.40 2.30
H -3.87 -4.27 -0.34
H -1.73 -3.64 1.19
H -3.65 -1.35 -0.82
H 2.76 2.99 3.99
H 1.31 2.66 -3.35
H 2.85 -0.36 -1.45
H -2.77 -4.49 -4.47
H -0.50 2.00 -1.03
H 3.90 1.90 -2.39
H -0.31 -2.35 -1.72
H -1.46 0.23 3.14
H -2.96 0.75 2.35
H 0.40 3.73 -2.28
H -3.59 -1.44 2.92
H -4.32 -5.06 -2.64
H 2.08 4.61 2.15
```

Frontier orbital gap = 8.1 eV
Highest occupied orbital energy = -7.58 eV
Energy above the lowest of the compared OMol25 structures with the same formula, charge and spin = 261.2 kJ/mol
Total charge = 0
2S+1 = 1

=====

C23H29N3O4PPt | wB97M-V/def2-TZVPD

XYZ file:
```
61
Properties=species:S:1:pos:R:3
Pt 0.64 -0.40 -1.78
P -0.93 -0.25 0.42
O -0.63 0.91 1.37
O -2.02 -1.10 1.05
O -1.24 0.26 -1.01
O 0.41 -1.02 0.20
N 2.18 0.86 -1.41
N 0.19 1.37 -2.85
N 2.27 -1.62 -1.51
C 4.12 -3.28 -0.35
C -1.26 1.43 2.63
C -2.72 1.75 2.40
C -2.52 -2.46 0.67
C -0.81 3.84 -3.50
C 4.21 -1.90 -0.18
C 0.79 2.48 -2.36
C -1.12 0.38 3.73
C -0.86 1.46 -3.67
C 3.90 2.58 -0.24
C 3.09 -3.80 -1.12
C -1.39 2.70 -4.02
C 4.11 1.22 -0.12
C -4.03 -2.34 0.65
C -2.10 -3.39 1.80
C 1.95 2.18 -1.55
C 2.82 3.08 -0.97
C -1.99 -2.93 -0.67
C 0.32 3.73 -2.68
C 2.17 -2.94 -1.68
C 3.22 0.35 -0.73
C 3.27 -1.09 -0.78
C -0.45 2.66 3.00
H -4.48 -3.31 0.46
H -0.49 3.40 2.20
H 4.96 0.84 0.44
H -1.01 -3.35 1.93
H -2.40 -4.41 1.55
H -2.46 -3.88 -0.92
H -3.28 0.86 2.12
H -2.83 2.49 1.60
H 4.59 3.27 0.23
H -0.86 3.10 3.91
H -0.91 -3.08 -0.64
H -0.07 0.08 3.83
H -1.28 0.55 -4.06
H 4.85 -3.93 0.11
H -1.45 0.81 4.67
H 3.00 -4.87 -1.28
H -4.34 -1.64 -0.13
H -3.15 2.16 3.31
H 0.59 2.40 3.18
H 1.36 -3.31 -2.30
H -1.72 -0.49 3.50
H 5.00 -1.46 0.41
H 0.81 4.61 -2.30
H -2.57 -3.10 2.73
H -2.24 -2.22 -1.46
H 2.69 4.14 -1.08
H -2.24 2.74 -4.68
H -4.40 -1.96 1.61
H -1.22 4.82 -3.73
```

Frontier orbital gap = 6.2 eV
Highest occupied orbital energy = -18.80 eV
Energy above the lowest of the compared OMol25 structures with the same formula, charge and spin = 18.6 kJ/mol
Total charge = +3
2S+1 = 1

=====

C23H29O3Si | wB97M-V/def2-TZVPD

XYZ file:
```
56
Properties=species:S:1:pos:R:3
Si -4.17 -1.49 -0.81
O -2.60 -0.75 -0.65
O 4.73 4.01 1.62
O 1.31 -4.96 -0.10
C 2.85 0.89 1.13
C 2.66 -5.43 -0.39
C 3.78 3.08 1.35
C -4.01 -3.25 -0.19
C -0.72 2.28 -0.97
C 1.41 2.81 0.95
C -2.10 0.40 -0.36
C -4.43 -1.36 -2.64
C 4.07 5.36 1.57
C 2.49 3.64 1.15
C 2.58 5.11 1.25
C 1.56 1.40 0.81
C 1.04 -3.62 -0.11
C -0.15 -3.20 0.55
C -5.45 -0.56 0.17
C -0.74 0.80 -0.75
C 0.31 0.58 0.53
C -0.33 -1.87 0.89
C 0.54 -0.90 0.35
C 3.96 1.70 1.35
C 0.39 2.81 -1.51
C 1.91 -2.66 -0.66
C 1.65 -1.32 -0.40
H 2.81 -2.95 -1.20
H 3.06 -0.18 1.20
H 2.32 5.62 0.32
H -1.16 -1.58 1.55
H 1.18 2.09 -1.79
H 2.61 -6.52 -0.27
H 0.42 3.26 0.80
H 4.23 5.84 2.55
H 2.34 -0.56 -0.83
H -5.49 0.50 -0.09
H -2.73 1.12 0.17
H 4.96 1.31 1.54
H -4.87 -3.85 -0.55
H 4.60 5.94 0.81
H -4.53 -0.31 -2.95
H -5.29 -0.63 1.26
H -1.60 2.85 -0.68
H -3.59 -1.79 -3.20
H -6.46 -0.97 -0.01
H -0.31 0.13 -1.59
H 0.56 3.89 -1.61
H -0.87 -3.96 0.86
H -5.35 -1.87 -2.97
H -4.03 -3.32 0.91
H 1.94 5.51 2.05
H 3.40 -5.02 0.32
H 2.93 -5.18 -1.44
H -3.09 -3.74 -0.55
H -0.51 0.86 1.25
```

Frontier orbital gap = 5.7 eV
Highest occupied orbital energy = -10.52 eV
Energy above the lowest of the compared OMol25 structures with the same formula, charge and spin = 175.4 kJ/mol
Total charge = +1
2S+1 = 1

=====

C23H30AgN6S | wB97M-V/def2-TZVPD

XYZ file:
```
61
Properties=species:S:1:pos:R:3
Ag 0.21 -0.51 0.00
S 2.44 -1.42 0.26
N -2.11 -1.46 -0.17
N 3.48 0.84 -0.79
N -1.34 1.30 0.08
N -0.97 -0.66 2.41
N -0.70 -0.95 -2.58
N 4.71 -0.20 0.86
C -2.32 -2.25 -3.75
C -2.98 -0.07 4.23
C -3.05 -0.38 -0.42
C -0.33 -0.42 -3.74
C -2.18 -1.21 2.28
C -2.09 -2.45 -1.25
C 4.80 -1.05 2.04
C -0.98 2.52 0.50
C -1.91 -1.71 -4.96
C -2.37 -2.14 1.11
C -1.73 0.51 4.35
C 3.97 2.18 -0.49
C -2.63 0.97 0.14
C 5.99 0.26 0.35
C -3.21 3.11 1.06
C 2.55 0.76 -1.90
C -1.87 3.46 0.99
C -3.59 1.85 0.63
C -1.68 -1.85 -2.58
C -0.76 0.17 3.42
C -3.21 -0.94 3.17
C -0.90 -0.77 -4.96
C 3.59 -0.18 0.10
H -3.16 -0.25 -1.50
H 5.57 -0.64 2.69
H 5.07 -2.07 1.77
H -1.52 4.43 1.31
H 5.92 0.50 -0.71
H -1.66 -2.96 1.20
H -4.05 -0.62 -0.03
H 6.72 -0.54 0.47
H 2.41 -0.27 -2.21
H 2.97 1.33 -2.73
H 3.15 2.88 -0.63
H -3.77 0.16 4.93
H -0.56 -0.30 -5.87
H 6.36 1.14 0.88
H -3.38 -2.56 1.13
H 3.85 -1.07 2.57
H 0.08 2.75 0.44
H -4.63 1.54 0.67
H -2.39 -2.01 -5.88
H 4.79 2.47 -1.14
H -1.50 1.19 5.15
H 0.46 0.32 -3.70
H -3.12 -2.98 -3.70
H -3.94 3.80 1.44
H 1.57 1.18 -1.65
H 4.29 2.24 0.55
H 0.24 0.60 3.48
H -1.37 -3.22 -0.98
H -3.07 -2.94 -1.37
H -4.18 -1.41 3.04
```

Frontier orbital gap = 8.9 eV
Highest occupied orbital energy = -10.87 eV
Energy above the lowest of the compared OMol25 structures with the same formula, charge and spin = 0.0 kJ/mol
Total charge = +1
2S+1 = 1

=====

C23H30Cl2MnN5O4 | wB97M-V/def2-TZVPD

XYZ file:
```
65
Properties=species:S:1:pos:R:3
Mn 0.04 0.32 0.84
Cl -5.40 -4.40 -0.04
Cl -4.70 0.92 0.39
O -0.05 -0.12 -1.32
O -1.90 0.23 0.79
O 0.11 -1.64 1.26
O 0.59 -2.18 -1.82
N 0.79 -1.85 -4.35
N -0.27 2.29 0.15
N 2.21 0.98 -0.10
N -0.56 1.38 2.78
N 1.81 0.46 2.39
C 0.09 0.87 3.99
C -4.03 -0.68 0.41
C 0.90 2.96 -0.46
C -2.14 -2.15 0.65
C 0.53 -0.60 -3.62
C -0.96 3.09 1.17
C -2.63 -0.82 0.63
C -0.77 -2.44 0.95
C -0.46 -2.19 -5.05
C -4.85 -1.76 0.21
C -1.07 -0.85 -5.44
C 1.48 0.38 3.67
C 2.34 -0.11 4.63
C -0.39 2.81 2.54
C -3.00 -3.25 0.44
C 3.32 0.29 0.55
C 3.03 0.09 2.01
C 0.33 -0.94 -2.14
C 2.20 2.43 0.09
C 3.97 -0.40 2.90
C 3.61 -0.52 4.24
C -0.73 0.06 -4.24
C -4.33 -3.06 0.22
H -0.90 3.42 3.30
H 2.24 0.78 -1.09
H 0.87 2.76 -1.54
H -2.01 2.79 1.16
H 4.95 -0.69 2.56
H 4.31 -0.91 4.96
H 2.04 -0.16 5.67
H 3.05 2.93 -0.39
H -0.49 -3.50 0.93
H 1.39 0.06 -3.66
H 0.67 3.04 2.60
H -2.15 -0.91 -5.62
H 4.27 0.83 0.44
H -1.54 1.14 2.79
H -2.58 -4.26 0.46
H -0.60 -0.47 -6.35
H -1.55 0.09 -3.52
H -1.12 -2.72 -4.36
H -0.53 1.08 -4.54
H 0.84 4.04 -0.34
H -5.91 -1.60 0.04
H 1.55 -1.72 -5.01
H -0.92 4.16 0.94
H -0.93 2.06 -0.58
H -0.26 -2.85 -5.89
H -0.51 0.04 4.39
H 3.45 -0.68 0.07
H 2.28 2.64 1.16
H 0.14 1.62 4.78
H 0.83 -2.60 -2.69
```

Frontier orbital gap (spin up / spin down) = 7.8 / 7.8 eV
Highest occupied orbital energy (spin up / spin down) = -10.09 / -10.16 eV
Energy above the lowest of the compared OMol25 structures with the same formula, charge and spin = 46.8 kJ/mol
Total charge = +1
2S+1 = 2

=====

C23H30ClF6N2O | wB97M-V/def2-TZVPD

XYZ file:
```
63
Properties=species:S:1:pos:R:3
Cl 0.57 3.46 3.58
F 4.89 0.31 -2.15
F 5.85 1.46 -0.59
F 3.94 0.51 -0.21
F -2.50 -3.93 -3.08
F -0.99 -4.07 -4.69
F -0.71 -5.09 -2.81
O -0.51 -2.93 -2.80
N 1.05 -2.64 3.44
N -2.22 0.60 0.16
C -0.42 -2.59 3.48
C -0.99 -1.30 2.80
C 1.30 2.81 2.06
C -3.51 0.43 0.88
C 1.08 -0.23 -3.19
C -0.27 1.98 0.13
C -1.85 -0.14 -0.87
C -0.60 0.17 -1.51
C 1.89 0.79 -2.69
C 3.95 2.47 -1.63
C -1.45 1.62 0.66
C 1.53 1.30 2.24
C -2.77 -1.26 -1.29
C -2.37 -1.57 2.14
C -3.37 -0.38 2.20
C 0.24 1.23 -1.01
C 4.66 1.18 -1.15
C -0.13 -0.55 -2.66
C 0.37 3.18 0.82
C 1.51 1.52 -1.59
C -1.18 -3.97 -3.37
C 2.51 2.58 -1.11
C -0.84 -1.66 -3.42
H -3.04 0.28 3.00
H -2.18 -1.96 1.13
H -2.83 -2.40 2.69
H 1.97 0.90 1.32
H -2.16 -2.16 -1.41
H 1.42 -1.93 4.06
H -4.36 -0.76 2.48
H -1.91 -1.52 -3.57
H 2.82 0.97 -3.22
H 1.38 -2.44 2.50
H -3.25 -1.02 -2.24
H -0.27 -1.07 2.00
H 2.24 1.17 3.07
H 0.59 0.80 2.48
H -3.54 -1.53 -0.57
H 4.55 3.30 -1.23
H 0.85 3.88 0.15
H -0.82 -3.48 2.97
H 2.13 3.58 -1.37
H -4.31 0.08 0.23
H -1.82 2.16 1.52
H 2.24 3.34 1.90
H 1.45 -0.79 -4.05
H 4.04 2.47 -2.72
H -0.45 3.74 1.28
H 2.58 2.48 -0.02
H -0.69 -2.63 4.55
H -3.80 1.45 1.18
H -1.06 -0.49 3.54
H -0.41 -1.72 -4.43
```

Frontier orbital gap = 7.4 eV
Highest occupied orbital energy = -11.57 eV
Total charge = +1
2S+1 = 1